1.
57
Properties=species:S:1:pos:R:3:forces:R:3 method="wB97M-V/def2-TZVPD" smiles="CCCCOc1ccc(C(=O)Nc2ccc(S(=O)(=O)Nc3cc(C)on3)cc2)cc1OC" homo_lumo_gap_ev=8.846
S 2.579184 -4.475508 2.288684 -0.47 -0.13 -0.15
O -1.030345 -2.947363 4.844625 0.14 0.50 0.57
O 0.845549 2.000706 0.697293 0.08 0.04 0.05
O 3.565140 -4.080604 3.243675 -0.25 0.29 0.09
O -2.554622 4.774908 -3.926611 -0.04 -0.49 0.17
O -3.348539 2.077910 -3.443963 0.45 -0.01 0.00
O 2.866501 -5.539394 1.377989 -0.31 0.06 -0.11
N -0.751671 -3.929579 3.944526 0.31 -0.91 -0.92
N 0.236191 0.178198 -0.538883 -0.29 -0.03 -0.37
N 1.198058 -4.979164 3.132275 0.78 -0.38 -0.51
C 0.835565 -0.872262 0.140710 0.25 -0.28 0.36
C 1.967368 -3.048952 1.413543 0.41 -0.49 0.36
C 0.115687 -2.472306 5.361991 0.62 -0.35 -0.30
C -2.137131 6.093083 -4.222059 0.36 0.49 -0.05
C 0.553905 -4.061399 3.923026 -0.66 1.10 1.00
C 0.039492 -1.375565 6.356620 -0.21 -0.09 -0.16
C 1.591238 -0.689923 1.300666 -0.01 0.17 0.01
C -4.425920 2.824977 -3.968049 -0.44 0.13 -0.21
C -1.616887 1.883093 -1.925948 0.07 0.22 -0.04
C 2.154701 -1.782650 1.931870 0.05 -0.06 -0.03
C -1.267524 4.254744 -6.683597 -0.05 0.17 -0.12
C -0.526436 2.351254 -1.200261 -0.22 0.45 -0.18
C 0.665834 -2.161853 -0.375682 0.05 0.02 0.11
C 1.169667 -3.143022 4.815708 -0.60 0.18 0.23
C -1.887150 4.030316 -3.003258 -0.10 -0.18 0.01
C -1.058862 5.755701 -6.523108 0.12 -0.12 0.19
C -2.311571 2.697155 -2.810483 0.02 0.01 0.02
C -0.824199 4.500972 -2.237045 -0.11 0.09 -0.07
C -0.861753 6.180655 -5.067019 -0.37 -0.11 -0.10
C 0.246410 1.520161 -0.241233 -0.01 -0.14 -0.04
C -0.160077 3.683940 -1.344938 0.04 -0.27 0.09
C 1.225931 -3.247999 0.264056 -0.06 0.03 -0.16
H 1.111821 -4.249466 -0.119375 -0.08 -0.09 -0.14
H -0.260601 -0.087747 -1.377951 0.14 0.12 0.14
H 0.661525 4.065930 -0.760024 0.07 0.04 0.06
H -4.777245 3.575444 -3.256769 0.01 -0.03 -0.03
H -0.260974 -0.449127 5.868583 0.00 0.08 0.02
H -0.498782 5.523447 -2.337640 0.01 0.09 -0.07
H 2.216137 -3.044129 5.002835 0.22 0.10 0.16
H -5.217047 2.096744 -4.146856 0.02 0.07 0.03
H -0.527732 7.220163 -5.041510 0.04 0.01 0.10
H 2.752155 -1.664917 2.821021 0.05 0.11 0.10
H -2.976745 6.515607 -4.782164 0.10 0.02 0.10
H -1.913160 6.291626 -6.943168 0.02 0.09 -0.06
H -2.000561 0.880780 -1.806662 -0.07 -0.11 0.01
H -0.422812 3.706587 -6.270651 0.06 -0.11 0.05
H -0.081336 5.562790 -4.619350 0.08 0.08 0.06
H 1.009388 -1.234381 6.822809 0.03 0.02 0.04
H -2.168148 3.932630 -6.169486 -0.05 -0.12 0.02
H -0.702823 -1.611747 7.116078 0.00 0.02 0.09
H 1.728014 0.303969 1.692337 0.02 -0.02 0.00
H -4.165356 3.314032 -4.908584 -0.05 -0.06 0.11
H 0.579551 -5.557837 2.584150 0.02 -0.12 -0.22
H -0.172673 6.052545 -7.088872 -0.06 0.06 -0.05
H 0.088105 -2.305111 -1.277545 -0.05 -0.03 -0.10
H -1.362225 3.997537 -7.736112 0.01 -0.10 -0.08
H -2.021210 6.670078 -3.296212 -0.08 -0.07 -0.06

---

2.
58
Properties=species:S:1:pos:R:3:forces:R:3 method="wB97M-V/def2-TZVPD" smiles="Cc1ccc(Nc2nnc(SCC(=O)Nc3cccc(S(=O)(=O)N4CCCCC4)c3)s2)cc1" homo_lumo_gap_ev=8.376
S 0.665921 4.016572 1.938026 -0.05 -0.53 -0.80
S 3.448457 4.265845 0.739356 0.43 0.16 -0.04
S 1.650809 -2.905784 1.399182 -0.06 0.21 -0.06
O 1.775989 -4.323076 1.191036 0.11 0.08 -0.25
O 5.903411 2.083398 -0.804161 0.38 0.00 0.00
O 1.571092 -2.433951 2.751435 -0.10 0.19 0.02
N 3.763679 1.309219 -0.566986 -0.37 -0.05 -0.04
N 0.136337 2.425030 -0.022911 -1.58 -0.62 -0.03
N 1.402989 2.793519 -0.192262 1.21 0.65 0.04
N 0.325302 -2.282454 0.574503 1.00 -0.18 0.45
N -1.689163 2.758014 1.433892 -0.39 0.20 0.66
C -3.915468 1.885843 1.452034 0.14 0.00 -0.03
C 0.222789 -2.804381 -0.771317 0.08 -0.08 -0.69
C -6.042396 0.180331 -1.172609 0.03 -0.08 0.04
C -4.978392 1.266987 0.825467 0.09 0.03 -0.07
C -3.712516 1.121280 -1.190506 -0.21 0.04 0.21
C 4.201524 -2.738650 0.386655 -0.01 -0.26 0.04
C -4.895407 0.874136 -0.505220 0.02 0.02 -0.08
C 2.867574 -0.735724 0.270205 0.14 0.24 -0.10
C -0.917688 -2.398156 1.313160 -0.39 0.17 0.60
C 5.160121 -0.703417 -0.468173 0.09 0.09 -0.06
C -1.999039 -1.585249 0.610290 0.08 -0.29 -0.07
C -2.730364 2.114868 0.757979 -0.34 -0.21 -0.29
C 4.710127 2.264477 -0.742399 -0.38 0.26 -0.08
C 4.104196 3.662021 -0.858105 -0.06 0.07 0.30
C -0.427169 2.943256 1.015070 1.03 0.58 0.38
C -2.634073 1.726740 -0.573762 0.14 0.13 -0.02
C -2.168681 -2.085809 -0.820938 0.09 0.27 0.01
C 5.276398 -2.044307 -0.146650 -0.20 -0.02 0.11
C -0.826457 -2.008428 -1.543294 -0.03 -0.24 0.14
C 3.951033 -0.039231 -0.266157 0.15 -0.39 0.16
C 1.848899 3.606904 0.705734 -0.33 0.05 0.21
C 3.010981 -2.067835 0.590362 -0.44 -0.20 0.06
H -5.889483 1.090906 1.378165 -0.10 -0.01 0.06
H -6.027564 0.349757 -2.246464 -0.06 -0.01 -0.08
H -0.044897 -3.871214 -0.749989 0.03 0.06 -0.04
H -2.912900 -1.481266 -1.340698 -0.06 -0.08 -0.03
H -5.977587 -0.894548 -0.999343 -0.08 -0.09 -0.05
H -2.516745 -3.121255 -0.807500 -0.07 -0.06 -0.03
H -1.226400 -3.452329 1.385194 -0.02 0.04 0.02
H 6.215933 -2.549278 -0.310132 0.07 -0.05 -0.01
H -0.508538 -0.966320 -1.600364 0.05 0.09 -0.08
H -0.909330 -2.404779 -2.556164 0.05 0.02 -0.03
H -6.992291 0.527109 -0.772824 -0.10 -0.01 -0.03
H -1.920761 3.131577 2.343042 0.04 -0.08 -0.18
H -4.001258 2.193608 2.484620 -0.01 0.02 0.13
H 4.263322 -3.782301 0.648727 0.08 -0.14 -0.01
H 3.288547 3.693620 -1.578624 0.04 0.03 -0.06
H -0.721167 -2.024911 2.318757 -0.19 -0.06 -0.02
H 2.793410 1.633541 -0.527767 0.30 0.04 -0.10
H -1.702418 -0.535993 0.590875 -0.01 0.05 0.06
H 6.001196 -0.160041 -0.866230 0.00 0.00 -0.03
H -2.936611 -1.668013 1.161579 0.00 0.03 0.06
H -3.630918 0.839931 -2.230379 0.01 -0.04 -0.12
H 1.919078 -0.251034 0.442873 -0.12 0.17 0.00
H 1.208166 -2.710395 -1.234059 -0.09 -0.08 -0.14
H -1.720135 1.903267 -1.115208 0.00 -0.03 -0.04
H 4.888564 4.368361 -1.127039 -0.05 -0.11 -0.01

---

3.
57
Properties=species:S:1:pos:R:3:forces:R:3 method="wB97M-V/def2-TZVPD" homo_lumo_gap_ev=8.056
S 3.766847 2.857623 0.074207 2.43 -0.62 0.32
O 5.420517 -0.299099 -0.100327 -2.91 0.97 -2.50
O 0.798323 -5.047456 1.049749 2.08 -0.14 0.49
O -4.383283 -2.179442 -1.999247 -5.37 8.60 7.69
O -1.313636 3.571332 2.262552 -0.52 -0.57 -4.27
N 3.161076 -0.387351 -0.751395 0.32 7.36 -3.35
N -2.076089 2.924687 0.176572 2.29 6.24 -12.72
N 1.182639 3.776361 0.066179 0.44 -5.32 -7.98
N 1.539955 2.092330 -1.238501 4.85 -3.14 -2.10
N 0.315488 2.313203 -1.625495 -0.69 5.06 5.97
C 1.596679 -6.178433 1.637840 7.79 10.57 -4.30
C -5.007245 -0.429629 -0.159015 -0.49 -3.34 -6.15
C -4.010036 -1.214153 -0.858714 -1.57 2.11 0.61
C -2.801532 1.875838 2.080462 2.23 -6.00 -1.64
C 0.781602 -2.878946 -0.129458 4.09 1.72 4.88
C 4.596595 1.609400 -1.090487 -2.18 3.32 -4.31
C 2.898393 -3.608816 0.762004 -0.99 -1.57 3.97
C 2.180207 2.957644 -0.485084 -3.63 -1.37 -0.22
C 3.360712 -2.337759 0.399757 8.94 -7.97 4.09
C 1.396560 4.936081 0.629697 1.26 -12.05 15.15
C -1.975866 2.886221 1.328546 1.61 0.62 18.60
C -4.578551 0.646751 0.505378 -0.84 3.69 5.86
C -3.433882 -2.868700 -2.376364 7.16 -3.19 -6.80
C -3.286231 0.778778 0.941201 3.37 0.16 3.04
C 4.403290 0.204738 -0.730739 2.67 -3.47 4.79
C 2.649281 -1.548601 -0.266642 1.40 6.79 -2.10
C -2.687394 -0.804091 -0.491402 -1.37 -10.66 -9.33
C 0.083313 3.395425 -0.659688 1.38 -2.82 -4.26
C 1.352514 -1.504089 -0.362315 -8.26 -7.59 -0.74
C -1.124814 4.083077 -0.669016 -3.72 -2.27 0.70
C 1.549616 -3.855582 0.886748 -2.90 1.52 -6.72
C -2.242436 -0.122883 0.447479 -1.89 6.42 5.12
H -1.646848 4.219183 -1.633552 0.51 -0.20 0.60
H 2.410482 4.820453 1.312162 -2.17 0.30 -1.77
H 2.355351 0.432739 -1.096141 2.57 -2.50 0.81
H 0.623448 4.479896 1.621912 1.28 3.35 -1.57
H 4.615661 -2.378295 0.571103 -3.96 1.21 -0.94
H 5.644464 1.955926 -1.282356 -0.92 -0.72 0.94
H -5.273066 1.355412 1.274853 1.22 -1.91 -2.90
H -0.946402 4.967068 -0.138591 -1.09 1.42 1.21
H 2.028251 -5.642590 2.460960 0.46 -0.73 0.99
H -2.563530 -2.324522 -3.014265 -1.33 -0.55 1.52
H -1.962966 -1.521935 -1.047600 -0.64 1.38 0.87
H 1.086377 -6.887833 1.834986 -7.11 -8.70 2.63
H -2.623925 2.317538 -0.324485 -1.41 -1.53 -1.66
H -0.172349 -3.219732 0.000216 -3.14 0.03 -0.90
H 2.483583 -6.540220 0.965607 -1.66 0.91 0.77
H -5.966979 -0.470301 -0.708803 -0.04 -0.17 1.29
H 1.418849 5.769353 0.387179 -0.76 13.54 -5.38
H -3.634183 2.175055 2.590016 -2.06 1.61 1.10
H 0.718108 -0.851521 -0.952852 0.50 0.38 0.14
H -2.126763 1.270867 2.970443 -1.66 1.82 -2.89
H -1.225338 -0.179489 0.648500 1.61 0.58 0.94
H -3.905947 -3.378008 -3.187190 0.23 -1.50 -0.89
H -2.950051 -3.561116 -1.757616 0.62 -1.02 1.54
H 4.076734 1.869207 -2.174572 0.99 -0.70 2.62
H 3.424439 -4.321611 1.425587 0.98 0.65 -0.90

---

4.
51
Properties=species:S:1:pos:R:3:forces:R:3 method="wB97M-V/def2-TZVPD" smiles="CCC(=O)N(CC[C@H](c1ccc(C)cc1)c1ccco1)Cc1ccco1" homo_lumo_gap_ev=9.228
O 2.278480 -2.450045 -2.697212 0.01 0.39 -0.26
O 2.414168 2.948827 0.677096 -0.15 -0.12 0.40
O -2.371317 -2.490634 -2.390103 -0.16 -0.47 -0.10
N -0.769701 -0.974983 -1.992293 0.26 0.08 -0.32
C 1.503078 0.689220 0.616917 0.09 0.06 0.11
C -1.520475 2.508894 2.042832 -0.03 -0.05 -0.01
C 1.014916 -0.377163 -0.381674 0.00 0.30 -0.02
C 0.022549 -1.562900 -3.064565 -0.05 -0.17 -0.07
C -0.151102 0.102013 -1.255781 0.12 0.03 0.25
C 2.151671 1.853216 -0.068507 0.05 -0.53 -0.65
C -0.458327 2.181986 1.220071 0.03 -0.01 0.07
C 0.377858 1.117317 1.532129 0.08 -0.02 0.12
C 0.942584 -2.637342 -2.584265 -0.60 -0.50 0.14
C 1.949932 -4.428747 -1.736377 0.47 0.27 -0.09
C -1.780608 1.783149 3.197998 -0.01 -0.07 0.00
C -2.477283 -1.425389 0.727048 -0.04 0.09 -0.13
C 2.613800 2.040158 -1.338735 -0.26 -0.18 0.51
C 0.687772 -3.840400 -1.996951 -0.02 0.54 -0.30
C -1.983207 -1.533435 -1.744965 -0.31 0.42 0.15
C -0.938649 0.724674 3.512979 -0.06 0.04 -0.01
C -2.863221 -0.926724 -0.664690 -0.05 -0.13 0.01
C 2.876235 -3.541394 -2.184766 0.05 -0.72 0.39
C -2.923929 2.149645 4.093798 0.05 0.06 0.05
C 3.032775 3.839483 -0.116576 0.35 0.26 -0.75
C 0.124256 0.396847 2.692151 0.06 0.08 -0.08
C 3.184883 3.337321 -1.369119 0.05 0.37 0.45
H -2.475634 -2.512691 0.743402 0.01 -0.11 0.04
H -2.602696 2.897252 4.819917 -0.07 0.04 0.08
H -2.849667 0.163052 -0.700661 -0.02 0.02 0.00
H -3.282042 1.281088 4.641630 -0.07 -0.02 0.05
H -3.196500 -1.069474 1.461451 -0.01 0.01 0.10
H -1.493779 -1.070032 1.021019 0.09 0.02 0.09
H 2.136352 -5.380369 -1.282577 0.12 -0.19 0.08
H -0.280478 -4.246982 -1.791016 -0.27 -0.03 0.00
H 3.308115 4.777989 0.321440 -0.01 0.10 0.15
H -2.160042 3.340077 1.781318 -0.08 0.09 -0.03
H 0.688218 -1.254224 0.181386 0.05 -0.02 -0.01
H 3.642105 3.818641 -2.209067 0.11 0.17 -0.12
H 0.209134 0.850129 -1.970518 -0.12 0.01 0.08
H 3.947716 -3.565214 -2.201401 0.14 0.09 -0.05
H -0.895380 0.577397 -0.620932 0.02 -0.02 -0.12
H 2.271295 0.210891 1.241440 -0.10 0.05 -0.05
H -3.878258 -1.260795 -0.888024 0.12 0.06 -0.10
H 0.607695 -0.776420 -3.546744 -0.04 0.00 0.01
H -3.746652 2.571189 3.520609 -0.09 0.02 0.02
H -0.276995 2.766502 0.329490 0.04 0.07 -0.09
H -0.685961 -1.991336 -3.780774 0.21 0.14 0.06
H 1.855213 -0.675896 -1.006816 0.04 -0.12 -0.01
H 2.574077 1.350240 -2.156268 -0.08 -0.24 -0.12
H 0.765092 -0.433259 2.955755 0.09 -0.09 0.01
H -1.118067 0.148653 4.409503 -0.04 -0.06 0.10

---

| no. | HOMO level (eV) |
| --- | --- |
| 1 | -8.6 |
| 2 | -8.3 |
| 3 | -8.0 |
| 4 | -8.5 |